one | 34
Properties=species:S:1:pos:R:3 method="wB97M-V/def2-TZVPD" homo_ha=-0.3110 smiles=CN1CCC[C@@H]1CCSc1ccccc1 total_charge=0 orbital_gap_ev=9.329
C 0.638 3.317 -1.147
N -0.268 2.458 -0.378
C -0.019 2.539 1.058
C 1.172 1.597 1.358
C 1.132 0.580 0.204
C -0.090 1.019 -0.641
C -0.038 0.662 -2.120
C 0.007 -0.847 -2.400
S -1.491 -1.784 -1.932
C -1.138 -2.257 -0.258
C -1.940 -1.788 0.790
C -1.686 -2.184 2.102
C -0.616 -3.026 2.395
C 0.200 -3.497 1.358
C -0.075 -3.123 0.038
H 1.702 3.046 -1.025
H 0.486 4.342 -0.805
H 0.410 3.263 -2.197
H 0.162 3.585 1.342
H -0.921 2.199 1.558
H 1.083 1.119 2.308
H 2.118 2.143 1.368
H 2.059 0.638 -0.414
H 1.035 -0.455 0.540
H -0.954 0.546 -0.232
H -0.923 1.093 -2.609
H 0.863 1.080 -2.577
H 0.869 -1.334 -1.918
H 0.127 -0.998 -3.442
H -2.760 -1.118 0.566
H -2.341 -1.797 2.929
H -0.387 -3.322 3.392
H 1.020 -4.162 1.564
H 0.561 -3.535 -0.773

---

two | 34
Properties=species:S:1:pos:R:3 method="wB97M-V/def2-TZVPD" homo_ha=-0.2571 total_charge=0 orbital_gap_ev=7.316
C 2.082 -1.287 -2.157
C 2.772 -0.689 -1.106
C 0.825 -1.519 -1.713
C 1.973 -0.489 -0.007
C -2.633 -1.556 0.712
C -1.487 -1.719 0.035
C -1.482 1.005 -0.282
C -3.882 -2.335 0.411
C 3.448 0.756 1.434
C -1.180 3.545 -0.547
C 2.155 0.032 1.407
C -0.596 2.137 -0.405
C -0.359 -0.955 0.275
N 0.748 -1.013 -0.428
S -3.034 0.784 -0.075
H 2.588 -1.543 -3.016
H 3.799 -0.483 -1.086
H -0.040 -1.713 -2.302
H -2.555 -1.237 1.817
H -1.358 -2.290 -0.845
H -4.052 -2.380 -0.595
H -4.896 -1.958 0.945
H -3.644 -3.395 0.806
H 4.298 0.221 1.131
H 3.721 1.099 2.389
H 3.384 1.695 0.788
H -0.338 4.205 -0.678
H -1.860 3.673 -1.266
H -1.797 3.699 0.352
H 1.220 0.765 1.547
H 2.291 -0.925 2.119
H 0.088 2.197 0.467
H 0.007 2.014 -1.344
H -0.208 -0.343 1.215

---

The structure with the least stability is two.

---

one | 15
Properties=species:S:1:pos:R:3 method="wB97M-V/def2-TZVPD" homo_ha=-0.4103 smiles=O.O.O.O.O total_charge=0 orbital_gap_ev=11.398
O 2.095 1.633 1.722
H 2.966 1.997 1.918
H 1.735 2.226 1.052
O 0.371 -0.520 -2.968
H 0.321 -1.207 -3.642
H 0.142 -0.960 -2.138
O -3.420 1.439 0.136
H -3.074 1.551 1.029
H -3.135 2.226 -0.343
O -0.063 -0.091 0.111
H 0.562 0.268 0.758
H -0.622 0.654 -0.138
O 1.085 -3.113 0.933
H 0.666 -2.358 0.498
H 0.370 -3.743 1.072

---

two | 15
Properties=species:S:1:pos:R:3 method="wB97M-V/def2-TZVPD" homo_ha=-0.3949 smiles=O.O.O.O.O total_charge=0 orbital_gap_ev=10.648
O -2.367 0.946 -1.258
H -3.024 0.592 -0.659
H -1.995 1.695 -0.792
O 2.516 -2.293 -0.846
H 2.540 -2.915 -0.119
H 1.615 -1.970 -0.856
O -0.286 -0.803 -0.462
H -0.651 -0.524 0.378
H -0.887 -0.446 -1.115
O -1.194 0.327 2.044
H -1.611 1.185 2.120
H -0.711 0.221 2.863
O 2.130 1.453 -0.785
H 2.427 1.768 0.068
H 1.498 0.764 -0.580

---

three | 15
Properties=species:S:1:pos:R:3 method="wB97M-V/def2-TZVPD" homo_ha=-0.4208 smiles=O.O.O.O.O total_charge=0 orbital_gap_ev=11.741
O -2.910 -1.326 -1.615
H -3.473 -1.925 -1.125
H -3.291 -1.303 -2.493
O -3.807 2.266 1.268
H -3.437 1.564 0.732
H -3.534 2.054 2.161
O 1.099 -1.248 2.631
H 1.644 -0.613 3.096
H 1.405 -1.208 1.725
O 1.237 -0.377 -1.265
H 0.296 -0.555 -1.263
H 1.563 -0.821 -2.047
O 4.544 1.458 -0.388
H 5.037 0.776 -0.842
H 3.627 1.257 -0.576

---

four | 15
Properties=species:S:1:pos:R:3 method="wB97M-V/def2-TZVPD" homo_ha=-0.4168 smiles=O.O.O.O.O total_charge=0 orbital_gap_ev=11.467
O -0.674 0.802 -0.492
H -0.740 1.195 0.354
H -0.723 -0.148 -0.387
O 1.877 1.794 3.605
H 2.249 2.695 3.488
H 0.989 1.914 3.691
O 0.111 0.002 -4.144
H -0.102 0.829 -4.424
H -0.125 0.134 -3.208
O 1.400 -2.733 -0.292
H 0.610 -3.157 -0.343
H 1.181 -2.051 0.341
O -2.446 -0.124 1.099
H -2.555 0.440 0.392
H -2.925 0.216 1.882

---

The structure with the least stability is four.

---

one | 15
Properties=species:S:1:pos:R:3 method="wB97M-V/def2-TZVPD" homo_ha=-0.4020 smiles=O.O.O.O.O total_charge=0 orbital_gap_ev=11.246
O 0.411 0.932 -0.313
H 1.311 0.705 -0.595
H 0.203 0.391 0.469
O -1.647 0.767 -1.920
H -0.821 1.002 -1.500
H -1.435 1.027 -2.820
O 2.876 -0.158 -0.933
H 2.552 -1.071 -1.122
H 3.085 -0.241 0.027
O -2.353 -0.563 0.612
H -1.931 -0.025 -0.077
H -1.929 -1.348 0.316
O 0.091 -0.532 2.294
H 0.390 -0.649 3.247
H -0.803 -0.237 2.315

---

two | 15
Properties=species:S:1:pos:R:3 method="wB97M-V/def2-TZVPD" homo_ha=-0.3941 smiles=O.O.O.O.O total_charge=0 orbital_gap_ev=10.919
O 8.655 -19.346 10.420
H 7.947 -19.937 10.700
H 8.207 -18.513 10.169
O 11.410 -20.430 9.784
H 11.192 -20.107 8.905
H 10.567 -20.420 10.262
O 4.711 -17.348 10.532
H 4.282 -16.551 10.861
H 5.620 -17.081 10.341
O 7.674 -16.684 10.081
H 8.122 -16.470 10.912
H 8.273 -16.373 9.389
O 9.177 -22.287 10.626
H 8.307 -22.645 10.839
H 9.141 -22.098 9.680

---

three | 15
Properties=species:S:1:pos:R:3 method="wB97M-V/def2-TZVPD" homo_ha=-0.4016 smiles=O.O.O.O.O total_charge=0 orbital_gap_ev=11.242
O -2.103 -0.994 -3.206
H -2.076 -0.513 -4.020
H -1.383 -1.585 -3.171
O 0.666 -0.072 -0.325
H 1.073 0.233 -1.143
H 0.491 0.859 0.085
O 1.689 1.991 -1.669
H 1.043 2.404 -2.145
H 1.963 2.602 -0.968
O 0.948 0.323 3.776
H 0.338 0.978 3.339
H 0.332 -0.386 4.055
O -1.132 -1.370 1.623
H -1.737 -2.143 1.504
H -0.581 -1.473 0.876

---

The structure with the least stability is three.

---

one | 15
Properties=species:S:1:pos:R:3 method="wB97M-V/def2-TZVPD" homo_ha=-0.3959 smiles=O.O.O.O.O total_charge=0 orbital_gap_ev=10.775
O 0.167 2.547 0.452
H 0.380 3.032 1.292
H 0.997 2.269 0.100
O 2.421 -1.050 0.602
H 2.443 -0.156 0.964
H 1.591 -1.046 0.183
O -0.570 -3.296 0.305
H -0.951 -2.445 0.581
H 0.273 -3.333 0.721
O -1.565 0.792 -1.923
H -0.861 0.735 -2.589
H -1.683 1.714 -1.827
O -0.798 -0.271 0.558
H -0.901 -0.011 -0.402
H -0.942 0.520 0.984

---

two | 15
Properties=species:S:1:pos:R:3 method="wB97M-V/def2-TZVPD" homo_ha=-0.3746 smiles=O.O.O.O.O total_charge=0 orbital_gap_ev=10.120
O 0.482 1.088 1.809
H 0.147 0.766 2.655
H 1.415 1.284 1.968
O 0.416 0.275 -3.511
H 0.575 -0.002 -2.582
H -0.501 0.043 -3.680
O 0.375 -0.326 -0.780
H 0.281 -1.288 -0.660
H 0.547 0.024 0.107
O 0.648 -3.042 0.257
H 0.019 -3.755 0.092
H 0.659 -2.939 1.216
O -1.950 2.636 0.744
H -1.837 3.273 1.457
H -1.276 1.962 0.908

---

three | 15
Properties=species:S:1:pos:R:3 method="wB97M-V/def2-TZVPD" homo_ha=-0.3925 smiles=O.O.O.O.O total_charge=0 orbital_gap_ev=11.239
O -1.497 0.025 -0.064
H -1.781 -0.512 -0.754
H -2.298 0.269 0.442
O 1.976 2.091 -0.093
H 2.603 1.857 -0.862
H 2.319 2.846 0.420
O 1.041 3.011 -2.117
H 1.653 2.335 -2.371
H 1.114 3.122 -1.161
O -2.061 -3.384 0.328
H -1.162 -3.203 0.607
H -1.992 -3.709 -0.626
O 0.234 -1.379 1.863
H -0.141 -1.106 2.758
H -0.008 -2.262 1.630

---

The structure with the least stability is three.